P:
This record from the Open Molecules 2025 dataset describes a molecular structure, C4H7N3S. The level of theory is ωB97M-V/def2-TZVPD.

XYZ file:
```
15
Properties=species:S:1:pos:R:3:lowdin_charge:R:1
C 2.442 -0.809 0.467 -0.147
C -0.386 0.379 -0.238 -0.486
C -1.676 1.075 -0.088 -0.172
C -2.650 -0.023 0.036 -0.378
H 2.369 0.074 1.297 0.112
H 1.762 -1.467 0.927 0.003
H 3.467 -1.226 0.060 0.112
H 2.593 0.361 -1.201 0.153
H -1.598 1.771 0.776 0.145
H -1.848 1.644 -0.983 0.127
H -3.615 0.385 0.487 0.131
N 1.739 -0.260 -0.762 -0.197
N 0.846 0.775 -0.310 -0.044
N -2.534 -1.254 -0.086 -0.269
S -0.910 -1.424 -0.380 0.909
```

Its highest occupied orbital energy is -0.317 hartree. Its lowest unoccupied orbital energy is 0.80 eV. Its multiplicity is 1. The HOMO-LUMO gap comes out at 9.4 eV.


Q:
This record from the Open Molecules 2025 dataset describes C4H7N3S in the gas phase. The level of theory is ωB97M-V/def2-TZVPD.

XYZ file:
```
15
Properties=species:S:1:pos:R:3:lowdin_charge:R:1
C 0.738 -1.386 -0.917 -0.132
N 0.456 -0.127 -1.654 -0.134
C 0.462 1.027 -0.793 -0.192
C -0.414 0.825 0.493 -0.422
C -1.747 0.350 0.349 -0.243
N -2.800 -0.111 0.279 0.188
N 0.152 0.741 1.637 -0.311
S -0.745 0.727 3.087 0.774
H -0.001 -1.568 -0.108 0.057
H 0.728 -2.326 -1.593 0.101
H 1.741 -1.396 -0.389 0.093
H -0.333 -0.174 -2.309 0.112
H 1.474 1.257 -0.477 0.108
H 0.018 1.851 -1.454 0.143
H 0.271 0.309 3.848 -0.143
```

Its SMILES is CNC/C(C#N)=N/S. Its highest occupied orbital energy is -0.334 hartree. Its lowest unoccupied orbital energy is -0.13 eV. Its multiplicity is 1. The HOMO-LUMO gap comes out at 9.0 eV.


Which structure is most stable, and how do the rest compare? From most to least stable: Q, P.


P:
This record from the Open Molecules 2025 dataset describes a molecular structure, C10H9F3I2O6Rh2S. The level of theory is ωB97M-V/def2-TZVPD.

XYZ file:
```
33
Properties=species:S:1:pos:R:3:lowdin_spin:R:1
I 2.036 1.263 2.415 1.722
I -1.699 -2.740 0.421 1.686
Rh -0.618 -0.786 -1.273 1.639
Rh 1.352 0.559 -0.236 0.919
S -0.541 -0.146 1.135 0.869
C 1.203 2.277 -0.883 0.040
C 2.595 0.053 -1.666 0.079
C -1.871 1.090 1.275 0.087
C -3.081 0.344 1.817 0.051
C -2.199 1.746 -0.050 0.072
C -1.411 2.146 2.273 0.058
C 0.665 -1.572 -2.382 0.120
C -1.530 -0.232 -2.777 0.142
O 2.983 0.540 -2.673 0.148
O 1.104 3.393 -1.198 0.016
O 1.279 -2.120 -3.192 0.037
O -2.103 0.065 -3.741 0.087
H -3.896 1.064 1.947 0.006
H -2.837 -0.094 2.785 0.001
H -3.404 -0.444 1.136 0.022
H -3.077 2.386 0.091 0.010
H -2.436 0.995 -0.809 0.021
H -1.368 2.356 -0.409 0.001
H -2.236 2.855 2.432 0.010
H -0.541 2.702 1.909 0.018
H -1.151 1.674 3.222 0.003
F 4.347 -3.684 -1.139 0.002
C 3.545 -3.324 -0.110 0.003
F 2.654 -4.306 0.148 0.002
F 4.308 -3.171 0.998 0.001
C 2.799 -1.983 -0.386 0.012
O 3.286 -1.286 -1.383 0.054
O 1.845 -1.620 0.304 0.062
```

As for the charge: +4. Its highest occupied orbital energy (spin up / spin down) is -0.857 / -0.895 hartree. Its lowest unoccupied orbital energy (spin up / spin down) is -15.42 / -19.45 eV. Its multiplicity is 9. The HOMO-LUMO gap (spin up / spin down) comes out at 7.9 / 4.9 eV.


Q:
This record from the Open Molecules 2025 dataset describes a molecular structure, C10H9F3I2O6Rh2S. The level of theory is ωB97M-V/def2-TZVPD.

XYZ file:
```
33
Properties=species:S:1:pos:R:3:lowdin_spin:R:1
I -0.664 2.443 -2.894 1.759
I -2.081 -0.480 -2.432 1.767
Rh 0.744 -1.551 0.456 1.688
Rh 0.763 0.940 0.208 0.769
S 0.218 0.051 -1.912 0.871
C 2.549 1.109 0.569 0.038
C 0.278 1.083 2.181 0.078
C 1.578 -0.679 -2.978 0.092
C 0.977 -1.648 -3.958 0.022
C 2.546 -1.308 -1.960 0.082
C 2.162 0.550 -3.714 0.049
C -0.611 -1.373 1.829 0.110
C 1.630 -2.870 1.230 0.150
O 0.776 1.130 3.250 0.075
O 3.685 1.218 0.756 0.013
O -1.452 -1.552 2.667 0.039
O 2.123 -3.805 1.726 0.084
H 1.784 -2.040 -4.575 0.003
H 0.243 -1.171 -4.594 0.006
H 0.512 -2.473 -3.450 0.003
H 3.366 -1.807 -2.543 0.011
H 1.961 -2.072 -1.346 0.027
H 2.953 -0.489 -1.307 0.004
H 2.990 0.205 -4.377 0.008
H 2.574 1.304 -3.009 0.002
H 1.372 1.047 -4.320 0.017
F -3.903 1.470 2.731 0.002
C -3.551 1.465 1.435 0.004
F -4.294 0.493 0.884 0.003
F -3.822 2.669 0.925 0.001
C -2.055 1.163 1.269 0.012
O -1.351 1.363 2.333 0.093
O -1.551 0.811 0.195 0.115
```

As for the charge: +4. Its highest occupied orbital energy (spin up / spin down) is -0.847 / -0.892 hartree. Its lowest unoccupied orbital energy (spin up / spin down) is -15.38 / -19.38 eV. Its multiplicity is 9. The HOMO-LUMO gap (spin up / spin down) comes out at 7.7 / 4.9 eV.


Which structure is most stable, and how do the rest compare? From most to least stable: P, Q.


P:
This record from the Open Molecules 2025 dataset describes 2 unconnected molecules or ions with the total composition C10H10N2O2. The level of theory is ωB97M-V/def2-TZVPD.

XYZ file:
```
24
Properties=species:S:1:pos:R:3:lowdin_charge:R:1
O -1.719 -1.482 0.895 0.034
C -0.810 -0.638 0.984 -0.462
C 0.580 -0.807 1.350 -0.034
C 1.430 0.196 1.581 -0.054
N 1.071 1.546 1.295 0.132
C -0.312 1.833 1.000 -0.448
O -0.778 2.936 1.008 0.090
N -1.151 0.689 0.669 0.165
H 0.859 -1.819 1.560 0.122
H 2.379 0.138 2.158 0.141
H 1.690 2.300 1.343 0.121
H -2.117 1.048 0.691 0.175
C 0.142 -2.095 -1.164 -0.140
C -0.979 -1.310 -1.462 -0.102
C -0.818 0.074 -1.781 -0.101
C 0.461 0.564 -1.813 -0.149
C 1.535 -0.252 -1.670 -0.113
C 1.410 -1.591 -1.215 -0.111
H -0.009 -3.160 -1.124 0.111
H -1.976 -1.876 -1.613 0.145
H -1.667 0.764 -1.954 0.122
H 0.675 1.607 -2.143 0.126
H 2.596 0.129 -1.701 0.119
H 2.269 -2.242 -1.043 0.112
```

Its SMILES is O=c1cc[nH]c(=O)[nH]1.c1ccccc1. Its highest occupied orbital energy is -0.313 hartree. Its lowest unoccupied orbital energy is 0.34 eV. Its multiplicity is 1. The HOMO-LUMO gap comes out at 8.9 eV.


Q:
This record from the Open Molecules 2025 dataset describes 2 unconnected molecules or ions with the total composition C10H10N2O2. The level of theory is ωB97M-V/def2-TZVPD.

XYZ file:
```
24
Properties=species:S:1:pos:R:3:lowdin_charge:R:1
C -2.873 -2.816 -0.264 -0.089
C -1.627 -3.019 -0.755 -0.002
C -3.208 -1.649 0.444 -0.005
C -2.159 0.665 1.118 -0.064
C -2.256 -0.626 0.485 -0.183
C -0.584 -2.094 -0.554 -0.421
C -0.249 0.210 0.370 0.055
C 1.511 2.627 -0.101 -0.042
C 3.731 1.514 0.556 -0.012
C 2.505 1.733 -0.422 -0.436
N -1.010 1.226 0.789 0.067
N -0.962 -0.896 0.017 0.054
O 0.637 -2.342 -0.635 0.065
O 2.632 1.170 -1.680 -0.019
H -3.670 -3.541 -0.307 0.107
H -1.438 -3.992 -1.361 0.160
H -4.291 -1.519 0.796 0.143
H -2.790 1.190 1.788 0.107
H 0.888 3.078 -1.111 0.131
H 4.419 0.878 0.107 0.041
H 4.165 2.464 0.781 0.056
H 3.140 1.168 1.519 0.123
H 1.694 3.364 0.648 0.035
H 1.794 1.205 -2.230 0.128
```

Its highest occupied orbital energy (spin up / spin down) is -0.304 / -0.288 hartree. Its lowest unoccupied orbital energy (spin up / spin down) is -1.92 / -1.41 eV. Its multiplicity is 1. The HOMO-LUMO gap (spin up / spin down) comes out at 6.3 / 6.4 eV.


R:
This record from the Open Molecules 2025 dataset describes C10H10N2O2 in the gas phase. The level of theory is ωB97M-V/def2-TZVPD.

XYZ file:
```
24
Properties=species:S:1:pos:R:3:lowdin_charge:R:1
O -1.067 -2.696 3.105 -0.072
N -2.040 -2.642 3.881 -0.084
C -2.517 -1.508 4.412 -0.161
C -2.533 -0.246 3.840 -0.114
N -2.011 0.099 2.664 0.107
C -0.870 -0.157 2.164 -0.210
O -0.673 -0.029 0.875 0.006
C 0.629 -0.361 0.389 -0.124
C 0.764 0.106 -1.035 -0.204
C 1.764 0.996 -1.399 -0.040
C 1.900 1.387 -2.720 -0.082
C 1.027 0.908 -3.681 -0.086
C 0.016 0.034 -3.318 -0.076
C -0.113 -0.371 -2.002 -0.030
H -3.197 -1.695 5.234 0.092
H -3.246 0.478 4.221 0.110
H 0.004 -0.418 2.780 0.156
H 0.744 -1.453 0.440 0.143
H 1.396 0.100 1.023 0.128
H 2.441 1.383 -0.651 0.111
H 2.691 2.067 -2.999 0.103
H 1.132 1.218 -4.710 0.102
H -0.670 -0.339 -4.064 0.104
H -0.898 -1.054 -1.716 0.120
```

Its SMILES is O=N/C=C\N=C\OCc1ccccc1. Its highest occupied orbital energy is -0.305 hartree. Its lowest unoccupied orbital energy is -0.41 eV. Its multiplicity is 1. The HOMO-LUMO gap comes out at 7.9 eV.


Which structure is most stable, and how do the rest compare? From most to least stable: P, R, Q.


P:
This record from the Open Molecules 2025 dataset describes C5H4N2O in the gas phase. The level of theory is ωB97M-V/def2-TZVPD.

XYZ file:
```
12
Properties=species:S:1:pos:R:3:lowdin_charge:R:1
C -1.154 -0.456 -0.388 -0.037
C 0.751 -0.848 2.829 0.064
C -0.507 -0.492 0.751 -0.082
C 1.646 0.859 -0.724 -0.334
C -0.687 0.539 -1.603 -0.163
N 0.072 -0.672 1.847 -0.045
N 0.754 0.661 -1.539 0.073
O 2.670 1.114 -0.233 0.151
H -2.043 -1.014 -0.606 0.078
H 0.497 -1.321 3.831 0.068
H -0.877 0.153 -2.729 0.153
H -1.122 1.478 -1.437 0.075
```

Its highest occupied orbital energy is -0.296 hartree. Its lowest unoccupied orbital energy is -0.08 eV. Its multiplicity is 1. The HOMO-LUMO gap comes out at 8.0 eV.


Q:
This record from the Open Molecules 2025 dataset describes C5H4N2O in the gas phase. The level of theory is ωB97M-V/def2-TZVPD.

XYZ file:
```
12
Properties=species:S:1:pos:R:3:lowdin_charge:R:1
C 2.916 -0.423 -0.003 0.140
C 1.700 -0.322 0.037 -0.025
C 0.272 -0.525 -0.160 -0.363
N -0.470 -1.563 -0.142 0.130
C -1.730 -0.990 -0.033 -0.135
C -1.743 0.407 -0.014 -0.022
N -0.427 0.656 -0.108 -0.172
O 0.132 1.860 -0.207 0.065
H 3.913 -0.603 -0.269 0.021
H -2.652 -1.616 0.075 0.109
H -2.507 1.126 0.179 0.116
H 0.595 1.993 0.645 0.137
```

Its SMILES is C#Cc1nccn1O. Its highest occupied orbital energy is -0.320 hartree. Its lowest unoccupied orbital energy is 0.62 eV. Its multiplicity is 1. The HOMO-LUMO gap comes out at 9.3 eV.


Which structure is most stable, and how do the rest compare? From most to least stable: Q, P.


P:
This record from the Open Molecules 2025 dataset describes C5H4N2O in the gas phase. The level of theory is ωB97M-V/def2-TZVPD.

XYZ file:
```
12
Properties=species:S:1:pos:R:3:lowdin_charge:R:1
C -2.148 1.975 0.686 0.133
C -1.420 1.110 0.275 -0.068
C -0.429 0.080 0.004 -0.280
C -0.063 -0.974 0.985 -0.183
O -0.180 -0.822 2.207 0.055
N 0.232 0.250 -1.087 0.075
N 1.065 -0.796 -1.464 -0.060
C 2.282 -0.471 -1.618 -0.034
H -2.838 2.750 1.072 0.058
H 0.237 -1.964 0.502 0.137
H 2.617 0.539 -1.349 0.080
H 3.014 -1.236 -2.005 0.088
```

Its SMILES is C#C/C(C=O)=N/N=C. Its highest occupied orbital energy is -0.364 hartree. Its lowest unoccupied orbital energy is -0.69 eV. Its multiplicity is 1. The HOMO-LUMO gap comes out at 9.2 eV.


Q:
This record from the Open Molecules 2025 dataset describes C5H4N2O in the gas phase. The level of theory is ωB97M-V/def2-TZVPD.

XYZ file:
```
12
Properties=species:S:1:pos:R:3:lowdin_charge:R:1
N -0.166 3.131 0.459 0.170
C -0.543 2.039 0.558 -0.212
C -0.976 0.693 0.856 -0.020
C -0.257 -0.334 0.392 -0.205
C -0.779 -1.677 0.570 -0.179
N -1.066 -2.745 0.809 0.183
C 0.975 -0.167 -0.524 -0.141
O 0.553 -0.778 -1.789 -0.048
H -1.811 0.559 1.556 0.136
H 0.945 0.908 -0.553 0.086
H 1.779 -0.758 -0.023 0.149
H 1.347 -0.872 -2.310 0.080
```

Its SMILES is N#C/C=C(/C#N)CO. Its highest occupied orbital energy is -0.399 hartree. Its lowest unoccupied orbital energy is -0.79 eV. Its multiplicity is 1. The HOMO-LUMO gap comes out at 10.1 eV.


R:
This record from the Open Molecules 2025 dataset describes C5H4N2O in the gas phase. The level of theory is ωB97M-V/def2-TZVPD.

XYZ file:
```
12
Properties=species:S:1:pos:R:3:lowdin_charge:R:1
C 0.260 -1.427 -1.955 0.021
C 0.438 -1.131 -0.629 -0.180
C -0.091 -0.026 0.130 -0.266
N -0.316 1.199 -0.303 0.133
C -0.457 2.259 0.779 -0.352
O -0.637 3.429 0.565 0.133
N -0.368 1.403 2.112 0.125
C -0.299 0.184 1.678 -0.089
H 0.212 -0.699 -2.866 0.100
H 0.619 -2.677 -2.111 0.142
H 0.595 -1.961 0.249 0.145
H 0.045 -0.553 2.350 0.086
```

Its SMILES is C=CC1=NC(=O)N=C1. Its highest occupied orbital energy is -0.371 hartree. Its lowest unoccupied orbital energy is -1.72 eV. Its multiplicity is 1. The HOMO-LUMO gap comes out at 8.4 eV.


Which structure is most stable, and how do the rest compare? From most to least stable: Q, R, P.


P:
This record from the Open Molecules 2025 dataset describes 2 unconnected molecules or ions with the total composition C4H12NPS. The level of theory is ωB97M-V/def2-TZVPD.

XYZ file:
```
19
Properties=species:S:1:pos:R:3:lowdin_charge:R:1
C -2.225 -0.696 -1.963 -0.245
C 2.408 -0.897 1.069 -0.164
C 1.805 1.457 1.124 -0.185
C -2.894 0.189 -0.920 -0.632
N 2.699 0.466 0.740 -0.215
P -0.971 -1.441 0.797 0.366
S -2.584 -0.294 0.845 0.333
H -2.457 -0.296 -2.994 0.100
H -1.197 -0.518 -1.960 0.010
H -2.379 -1.683 -1.675 0.016
H 1.418 -1.165 0.715 -0.067
H 3.195 -1.548 0.708 0.086
H 2.304 -0.900 2.115 0.061
H 1.408 1.302 2.154 0.096
H 2.388 2.342 1.139 0.064
H 0.910 1.544 0.482 0.074
H -4.080 0.296 -0.938 0.090
H -2.619 1.302 -1.163 0.094
H 2.871 0.539 -0.275 0.117
```

Its highest occupied orbital energy (spin up / spin down) is -0.280 / -0.279 hartree. Its lowest unoccupied orbital energy (spin up / spin down) is -1.07 / -1.07 eV. Its multiplicity is 1. The HOMO-LUMO gap (spin up / spin down) comes out at 6.5 / 6.5 eV.


Q:
This record from the Open Molecules 2025 dataset describes C4H12NPS in the gas phase. The level of theory is ωB97M-V/def2-TZVPD.

XYZ file:
```
19
Properties=species:S:1:pos:R:3:lowdin_charge:R:1
C 3.171 -0.688 -0.657 -0.417
S 2.067 0.232 0.614 0.448
P 0.327 0.677 -0.569 0.642
C -0.102 2.278 0.294 -0.365
N -0.959 -0.331 0.339 -0.493
C -0.906 -1.816 0.279 -0.186
C -2.343 0.213 0.014 -0.154
H 3.547 -0.175 -1.497 0.005
H 2.531 -1.581 -0.734 0.005
H 4.025 -1.045 -0.041 0.024
H -0.340 2.031 1.308 0.027
H -0.854 2.734 -0.390 0.031
H 0.743 2.952 0.236 0.017
H -1.862 -2.043 0.941 0.106
H -1.130 -2.171 -0.746 0.064
H -0.032 -2.318 0.791 0.072
H -2.034 1.129 -0.528 0.022
H -2.960 -0.485 -0.595 0.078
H -2.887 0.406 0.941 0.073
```

Its SMILES is CSP(C)N(C)C. Its highest occupied orbital energy is -0.290 hartree. Its lowest unoccupied orbital energy is 0.91 eV. Its multiplicity is 1. The HOMO-LUMO gap comes out at 8.8 eV.


Which structure is most stable, and how do the rest compare? From most to least stable: Q, P.